Entry 1:
The following is a DFT calculation (wB97M-V/def2-TZVPD) of a cluster of 7 separate species, C22H46N6O13 in total.

Last column: Löwdin charge in e.
CARTESIAN COORDINATES (ANGSTROEM)
O (-2.6395, -5.2164, 1.9532)  -0.091
O (-0.4014, -3.1065, -1.1448)  -0.090
O (-3.3317, -5.8951, 4.5783)  -0.073
O (1.3488, -0.3479, -4.1771)  -0.087
O (2.0701, -1.1862, 0.0400)  -0.107
O (3.3950, -2.8348, -1.7906)  -0.076
O (-2.4891, 1.5008, -1.1025)  -0.005
O (-1.6271, -5.4420, -2.0864)  -0.072
O (-2.5801, -9.7924, 3.4196)  -0.087
O (-1.0525, 12.0053, -0.3729)  -0.082
O (-0.7954, -0.3241, -5.9780)  -0.074
O (-0.8884, -12.0190, 3.2944)  -0.077
O (-2.3590, 10.5326, -2.3627)  -0.075
N (-1.7921, 3.7496, -1.1160)  0.103
N (1.0913, 9.2965, 1.7580)  0.003
N (2.4296, 4.6976, 0.3494)  0.086
N (2.1131, 3.4767, -0.0077)  0.084
N (0.1914, 3.4951, 1.6362)  0.080
N (0.5087, 4.7170, 1.9927)  0.086
C (1.5945, 5.2462, 1.3116)  -0.251
C (-1.8988, -6.2005, 2.6712)  -0.240
C (-1.3621, -5.2677, -0.6954)  -0.248
C (-0.9536, -0.8771, -4.6679)  -0.228
C (1.9522, 6.7708, 1.7122)  -0.093
C (3.4771, -1.0720, -0.1555)  -0.237
C (-1.5083, 2.3007, -1.1956)  -0.417
C (4.0480, -2.4120, -0.5910)  -0.230
C (-0.0606, 1.6496, -1.3382)  -0.099
C (-0.1536, -4.3644, -0.5087)  -0.219
C (-1.9645, -5.9119, 4.1621)  -0.230
C (1.0014, 2.9593, 0.6433)  -0.264
C (-0.9374, 10.5441, -2.2814)  -0.250
C (0.9408, 7.9117, 1.4599)  -0.087
C (-0.4646, 11.8522, -1.6668)  -0.239
C (2.3218, 9.6269, 2.3971)  -0.130
C (0.3876, -1.4017, -4.1796)  -0.245
C (3.3042, 7.1653, 2.3904)  0.006
C (-1.0789, -11.1865, 2.1473)  -0.235
C (-2.4557, -10.5449, 2.2160)  -0.244
C (3.4925, 8.6834, 2.7504)  -0.037
C (0.5770, 1.4659, 0.1591)  -0.093
H (-0.9624, -11.7893, 1.2422)  0.119
H (-0.8622, 4.2181, -1.1180)  0.069
H (4.1156, 6.3844, 2.6207)  0.104
H (-0.2735, 1.0418, 0.8103)  0.130
H (-0.8660, -6.1898, 2.3137)  0.116
H (1.7507, -1.7741, -0.6670)  0.067
H (2.4646, 10.7342, 2.6837)  0.105
H (3.9335, -0.7345, 0.7783)  0.123
H (0.7615, -2.1861, -4.8471)  0.117
H (4.4582, 8.9922, 3.2766)  0.092
H (-0.6275, -1.0595, -6.5833)  0.093
H (-2.3448, -7.1755, 2.4485)  0.106
H (-0.6478, 11.3444, 0.2085)  0.079
H (-0.0786, 0.5816, -1.7752)  0.114
H (1.1654, 0.1794, -4.9714)  0.080
H (-0.5296, 10.4118, -3.2864)  0.119
H (-1.3091, -0.0723, -4.0206)  0.118
H (-2.6737, 10.9605, -1.5502)  0.079
H (-3.2379, -11.3117, 2.2246)  0.116
H (-1.4546, -4.5808, -2.4984)  0.072
H (-1.4221, -6.6652, 4.7403)  0.118
H (-1.1921, -6.2491, -0.2467)  0.116
H (5.1252, -2.3494, -0.7703)  0.119
H (0.3076, -1.8034, -3.1667)  0.095
H (-1.0828, -2.6520, -0.6287)  0.106
H (-1.7061, -1.6700, -4.7011)  0.120
H (-1.4768, -12.7807, 3.1994)  0.095
H (-0.7935, 12.7002, -2.2711)  0.123
H (-3.4247, -5.0302, 2.4932)  0.090
H (-2.1262, -10.3106, 4.1038)  0.081
H (-0.2989, -10.4227, 2.1721)  0.124
H (-2.1334, 3.8846, -0.1412)  0.097
H (-1.5500, -4.9253, 4.3801)  0.125
H (0.0603, -4.1950, 0.5506)  0.118
H (0.6767, 2.3350, -1.8993)  0.116
H (-3.6594, -6.8044, 4.5275)  0.093
H (3.6844, -2.2450, -2.5012)  0.095
H (-0.6360, 9.6950, -1.6579)  0.108
H (-2.6207, -9.8762, 1.3678)  0.119
H (0.6249, 11.8797, -1.5721)  0.116
H (-0.0572, 7.6009, 0.9733)  0.111
H (0.7272, -4.7983, -0.9877)  0.126
H (3.8543, -3.1752, 0.1658)  0.124
H (1.4953, 0.7707, 0.1320)  0.093
H (3.6418, -0.3136, -0.9290)  0.120
H (-2.2503, -4.8186, -0.2454)  0.102

Atoms 1-3, force components in eV/Å:
-0.0046 0.1787 0.3921
0.0486 0.1979 -0.0061
-0.0054 -0.0213 -0.0413

As for the multiplicity: 1. Its SMILES is NC(=O)CCc1nnc(-c2cccnc2)nn1.OCCO.OCCO.OCCO.OCCO.OCCO.OCCO. For the orbital gap, the calculation gives 0.3079 Ha. The value obtained for the HOMO energy is -9.6 eV.

Entry 2:
The following is a DFT calculation (wB97M-V/def2-TZVPD) of a cluster of 2 separate species, C4H11NO2 in total.

Last column: Löwdin spin population.
CARTESIAN COORDINATES (ANGSTROEM)
O (-1.2241, 0.2377, -1.1454)  0.224
O (-2.2359, -0.1492, -4.4844)  0.000
N (-1.1175, -0.3969, 1.8638)  0.407
C (2.2875, 0.1192, 0.4854)  0.004
C (1.2192, 0.2926, 1.5687)  0.031
C (-0.4122, -0.1647, -0.4003)  0.122
C (-0.2585, 0.3930, 1.0885)  0.130
H (1.3805, 1.2047, 2.1229)  0.008
H (-3.1758, -0.0876, -4.7042)  0.000
H (-2.1355, -0.3101, 1.7643)  0.012
H (-2.1641, 0.1632, -3.5780)  0.000
H (-0.8170, -1.3624, 2.0210)  0.012
H (2.1034, 0.7041, -0.4180)  -0.001
H (-0.6348, 1.4117, 1.1077)  0.010
H (2.3915, -0.9241, 0.1894)  0.002
H (1.2987, -0.5372, 2.2637)  0.001
H (0.2545, -1.0046, -0.6568)  0.037
H (3.2401, 0.4107, 0.9118)  0.002

Atoms 1-3, force components in eV/Å:
-0.0039 0.3295 0.2867
-0.1583 -0.0470 0.0312
-0.1862 -0.7302 -1.0512

As for the multiplicity: 2. For the orbital gap (spin up / spin down), the calculation gives 0.3390 / 0.1929 Ha. The value obtained for the HOMO energy (spin up / spin down) is -13.9 / -13.9 eV. The expectation value of S² is 0.761. Its total charge is +1.

Entry 3:
The following is a DFT calculation (wB97M-V/def2-TZVPD) of an isolated molecule of C3H2ClNS.

Last column: natural (NBO) charge in e.
CARTESIAN COORDINATES (ANGSTROEM)
Cl (1.7557, -1.1503, -0.0033)  -0.002
S (-2.2082, -0.3983, 0.0820)  0.154
N (0.7376, 2.4032, -0.1638)  -0.264
C (-0.7294, -0.6683, -0.4328)  -0.301
C (0.3408, -0.1416, 0.4081)  -0.358
C (0.5861, 1.2986, 0.0674)  0.257
H (-0.5523, -1.1187, -1.4061)  0.234
H (0.0697, -0.2246, 1.4484)  0.281

Atoms 1-3, force components in eV/Å:
0.6868 0.0747 0.4812
-1.0774 -0.2757 -0.0248
0.1498 0.9856 -0.2690

As for the multiplicity: 1. Its SMILES is N#C[C@H](Cl)C=S. For the orbital gap, the calculation gives 0.3134 Ha. The value obtained for the HOMO energy is -9.7 eV.

Entry 4:
The following is a DFT calculation (wB97M-V/def2-TZVPD) of a structure of composition C19H44NO2P2Pt.

Last column: Löwdin spin population.
CARTESIAN COORDINATES (ANGSTROEM)
Pt (-0.3580, -0.0977, -0.1078)  0.730
P (-0.5587, -1.7235, 1.4785)  0.076
P (-0.4310, 0.8316, -2.1842)  0.082
O (1.9728, 1.2932, 0.9872)  0.077
O (-2.0032, 1.9950, 1.3081)  0.186
N (-1.6555, -1.8029, -1.3400)  0.269
C (1.9438, -2.0216, 2.7162)  0.003
C (-2.4931, -2.6397, -0.4569)  0.017
C (1.1514, 0.8006, -4.6095)  0.001
C (-1.2644, -1.1138, 3.1001)  0.003
C (0.6955, -4.1772, 2.4125)  0.001
C (0.9527, -2.7670, 1.8461)  0.005
C (-1.0927, 3.1848, -3.6790)  0.002
C (-1.4582, -2.2136, 4.1445)  0.001
C (-1.7334, -2.9985, 0.8230)  0.028
C (2.6758, 2.5206, 1.2218)  0.007
C (-0.3024, 3.5350, -1.3261)  0.007
C (-0.5160, 0.0668, 3.7252)  0.006
C (-2.4003, -1.2475, -2.4952)  0.017
C (-1.3596, 1.1895, 0.7500)  0.304
C (-1.5847, -0.1965, -3.2348)  0.029
C (2.3565, 3.0649, 2.5962)  0.001
C (-1.0473, 2.5848, -2.2695)  0.004
C (1.2174, 0.7259, -3.0715)  0.006
C (2.2292, 1.7140, -2.5214)  0.003
H (1.2702, 3.1006, 2.7437)  0.000
H (2.7950, 2.4374, 3.3822)  0.000
H (-0.9979, -0.6374, -4.0536)  0.002
H (-0.3577, 3.2042, -0.2851)  0.006
H (2.8713, -2.6155, 2.7296)  0.000
H (0.8603, -0.9476, -0.7148)  0.061
H (-0.0916, 3.4732, -4.0272)  0.000
H (-2.7236, -2.0383, -3.1878)  0.008
H (-3.4122, -2.0870, -0.1743)  0.003
H (0.4197, -0.2465, 4.2079)  0.000
H (0.1019, -4.8354, 1.7619)  0.000
H (2.1967, 1.7455, -1.4220)  0.003
H (-0.8140, -2.3384, -1.6462)  0.001
H (-1.1882, -3.9445, 0.6768)  0.001
H (2.7682, 4.0696, 2.7193)  0.001
H (0.2184, -4.1421, 3.4021)  0.000
H (0.4970, 0.0508, -5.0797)  0.000
H (2.1001, 2.7263, -2.9464)  0.000
H (-1.6951, 4.1061, -3.6415)  0.000
H (-2.3094, 0.4854, -3.7022)  0.002
H (-0.2927, 0.8623, 3.0077)  0.006
H (3.7523, 2.3452, 1.0795)  0.001
H (2.5069, 0.5572, 1.3204)  0.004
H (1.6020, -1.9063, 3.7562)  0.000
H (2.1702, 0.6127, -4.9811)  0.000
H (1.5195, -0.3025, -2.8141)  0.004
H (-2.4962, -3.1965, 1.5886)  0.002
H (-1.1697, 0.4972, 4.5017)  0.000
H (-3.3282, -0.7591, -2.1386)  0.003
H (-2.2629, -0.7587, 2.7951)  0.002
H (-2.0886, -1.8086, 4.9491)  0.000
H (0.8497, 1.7978, -4.9598)  0.000
H (0.7540, 3.6409, -1.6066)  0.000
H (-1.9629, -3.1045, 3.7536)  0.000
H (2.1654, -1.0345, 2.2914)  0.003
H (1.3609, -2.8855, 0.8295)  0.003
H (-0.5090, -2.5125, 4.6086)  0.000
H (3.2238, 1.3503, -2.8240)  0.000
H (-0.7753, 4.5278, -1.3848)  0.001
H (2.3244, 3.2047, 0.4441)  0.000
H (-2.0878, 2.4951, -1.9110)  0.002
H (-2.8215, -3.5590, -0.9765)  0.008
H (-1.5556, 2.5230, -4.4209)  0.000
H (1.6761, -4.6603, 2.5357)  0.000

Atoms 1-3, force components in eV/Å:
2.3500 -2.1584 -1.4699
-0.1763 -1.0572 1.3229
0.0624 0.6502 -1.4808

As for the multiplicity: 3. For the orbital gap (spin up / spin down), the calculation gives 0.1945 / 0.2745 Ha. The value obtained for the HOMO energy (spin up / spin down) is -7.6 / -12.1 eV. The expectation value of S² is 2.009. Its total charge is +1.

The records above yield F_max values of 0.0957 0.0389 0.0398 0.1015 Eh/bohr, respectively.